# C5H6O

An isolated molecule of C5H6O (the ωB97M-V functional and the def2-TZVPD basis, OMol25).

Summary:
gap between HOMO and LUMO = 10.93 eV
E = -269.2779 Ha
structure (SMILES) = C#CCCC=O
highest occupied orbital energy = -10.0 eV

Structure (XYZ):
```
12
Properties=species:S:1:pos:R:3:forces:R:3:nbo_charge:R:1
O -1.6099 -1.5232 -0.3521 0.08 0.33 0.44 -0.518
C -1.4402 -0.7281 0.5406 -0.08 -0.20 -0.25 0.447
C -0.7506 0.6074 0.3562 -0.01 0.02 0.00 -0.499
C 0.1969 0.5887 -0.8495 0.02 0.02 -0.04 -0.490
C 1.4355 -0.0832 -0.4428 0.39 -0.25 0.24 0.011
C 2.3806 -0.6434 0.0502 -0.34 0.20 -0.22 -0.263
H -1.8107 -0.9427 1.5643 -0.02 0.02 -0.11 0.111
H -0.2004 0.8579 1.2700 -0.14 -0.02 -0.10 0.230
H -1.5366 1.3672 0.2421 0.05 -0.13 -0.02 0.238
H -0.2810 0.0428 -1.6702 0.12 0.08 0.11 0.257
H 0.4059 1.6046 -1.2014 0.02 -0.16 0.10 0.237
H 3.2106 -1.1480 0.4925 -0.09 0.09 -0.15 0.240
```
Positions in Å, forces in eV/Å.

---

# C4H7NO

An isolated molecule of C4H7NO (the ωB97M-V functional and the def2-TZVPD basis, OMol25).

Summary:
gap between HOMO and LUMO = 8.46 eV
E = -286.3886 Ha
highest occupied orbital energy = -7.6 eV

Structure (XYZ):
```
13
Properties=species:S:1:pos:R:3:forces:R:3:nbo_charge:R:1
O -1.5086 -1.0892 0.8998 0.20 -0.01 0.21 -0.706
C -1.1556 -0.1042 -0.0466 -0.04 0.11 -0.35 0.041
C -0.4836 1.2058 0.3814 -0.19 -0.16 0.44 -0.460
N 0.7891 0.8286 -0.4584 0.03 0.29 -0.08 -0.529
C 1.3775 -0.4617 -0.1351 0.14 -0.09 0.17 -0.221
C 0.0921 -0.3764 -0.9037 -0.13 -0.18 -0.23 -0.074
H -0.8297 -1.0900 1.5863 -0.13 -0.02 -0.03 0.458
H -2.0572 0.0220 -0.6539 0.14 0.01 0.07 0.185
H -0.2296 1.3413 1.4394 -0.03 -0.04 -0.13 0.167
H 0.4373 1.8561 -0.6531 0.22 -0.05 -0.14 0.499
H 1.3882 -0.7177 0.9229 -0.04 0.05 -0.16 0.205
H 2.2647 -0.7332 -0.7021 -0.16 0.05 0.07 0.223
H 0.0990 -0.6671 -1.9525 -0.01 0.04 0.16 0.212
```
Positions in Å, forces in eV/Å.

---

# C28H41N4O2P2PbS

A structure of composition C28H41N4O2P2PbS (the ωB97M-V functional and the def2-TZVPD basis, OMol25).

Summary:
gap between HOMO and LUMO (alpha / beta) = 7.77 / 5.81 eV
E = -2733.9511 Ha
net charge = +3
highest occupied orbital energy (alpha / beta) = -15.6 / -16.1 eV

Structure (XYZ):
```
79
Properties=species:S:1:pos:R:3:forces:R:3:lowdin_charge:R:1
Pb 0.2546 -1.7720 -1.7146 -0.03 0.00 0.03 0.978
O 0.4373 2.1116 0.3330 0.06 -0.04 0.04 0.032
C -0.1463 1.1013 -0.0334 -0.14 0.25 -0.06 -0.675
O 0.3805 -0.0593 -0.1653 0.04 -0.15 0.08 -0.316
C -1.6624 1.2184 -0.2881 -0.03 0.03 0.03 -0.194
P -2.2599 0.4164 -1.7958 0.10 -0.09 0.04 1.112
C -2.2305 1.4646 -3.1945 -0.07 0.06 -0.08 -0.355
C -1.1369 2.3385 -3.3496 -0.02 -0.03 0.01 -0.068
C -1.0761 3.1571 -4.4565 0.00 0.01 -0.02 -0.037
C -2.0854 3.1050 -5.4171 -0.01 -0.01 0.00 -0.007
C -3.1644 2.2374 -5.2715 0.02 0.03 -0.02 -0.028
C -3.2417 1.4095 -4.1703 0.02 -0.01 0.04 -0.051
C -3.6915 -0.5931 -1.5743 -0.03 -0.02 -0.04 -0.382
C -4.4887 -0.5098 -0.4252 0.01 -0.01 -0.01 -0.070
C -5.5943 -1.3336 -0.3043 0.00 0.00 0.01 -0.039
C -5.9020 -2.2422 -1.3114 -0.01 0.00 0.01 -0.022
C -5.1058 -2.3371 -2.4482 0.00 -0.01 -0.01 -0.042
C -3.9974 -1.5214 -2.5830 0.00 0.02 0.03 -0.104
H -1.9604 2.2660 -0.2874 0.01 0.00 0.01 0.116
H -2.1567 0.7120 0.5449 0.00 0.00 0.01 0.093
H -0.3500 2.3786 -2.6047 0.00 0.00 0.00 0.109
H -0.2460 3.8383 -4.5824 0.00 0.00 0.00 0.123
H -2.0317 3.7497 -6.2842 0.00 0.00 0.00 0.129
H -3.9482 2.2177 -6.0160 0.00 0.00 0.00 0.128
H -4.0911 0.7514 -4.0461 0.00 0.00 0.00 0.109
H -4.2777 0.2147 0.3507 -0.01 0.00 0.00 0.108
H -6.2284 -1.2564 0.5684 0.00 0.00 0.00 0.125
H -6.7719 -2.8779 -1.2118 0.00 0.00 0.00 0.128
H -5.3534 -3.0449 -3.2276 0.00 0.00 0.00 0.126
H -3.3727 -1.5977 -3.4659 0.00 -0.01 0.00 0.116
C 4.3490 -3.4233 2.2449 -0.01 0.00 0.00 -0.027
N 3.9173 -3.2830 0.8590 0.03 -0.09 0.01 -0.003
C 3.0636 -2.3800 0.4351 -0.11 0.18 0.12 -0.813
N 2.4631 -1.5596 1.2992 0.05 -0.02 -0.12 0.157
S 2.8061 -2.2236 -1.2724 0.08 -0.09 -0.11 0.572
H 5.0791 -4.2238 2.2983 0.01 -0.01 0.00 0.108
H 3.5043 -3.6850 2.8842 0.02 0.01 0.00 0.084
H 4.8216 -2.5045 2.5946 0.00 0.00 0.00 0.104
H 4.2854 -3.9155 0.1639 0.02 0.00 0.01 0.140
H 2.7060 -1.5613 2.2774 0.03 -0.04 0.00 0.117
H 1.9286 -0.7823 0.9281 -0.06 0.00 0.01 0.068
C 1.4117 6.9364 3.2648 0.00 0.00 0.00 -0.021
C 2.2757 6.3826 2.1382 0.01 0.01 0.00 -0.581
C 2.2796 7.3174 0.9261 0.00 0.00 0.00 -0.016
C 3.6917 6.0865 2.6166 0.00 0.00 0.01 -0.029
N 1.6245 5.1081 1.7257 -0.01 0.01 -0.03 0.070
N 2.2532 4.1701 1.0535 -0.03 0.01 0.09 0.197
H 1.8019 7.9061 3.5686 0.00 0.00 0.00 0.107
H 1.4174 6.2784 4.1336 0.00 0.00 0.00 0.097
H 0.3814 7.0893 2.9361 0.00 0.00 0.00 0.094
H 2.7463 8.2599 1.2101 0.00 0.00 0.00 0.106
H 1.2656 7.5341 0.5884 0.00 0.00 0.00 0.094
H 2.8485 6.8907 0.0996 0.00 0.00 0.00 0.090
H 4.1127 7.0032 3.0256 0.00 0.00 0.00 0.110
H 4.3569 5.7840 1.8043 0.00 0.00 0.00 0.087
H 3.7019 5.3362 3.4086 0.00 0.00 0.00 0.101
H 0.6136 5.0801 1.6564 0.00 -0.01 0.00 0.178
H 3.2557 4.1428 1.1787 0.00 -0.03 -0.05 0.132
H 1.7228 3.3317 0.7971 0.03 0.02 -0.02 0.087
C -0.9698 -2.6503 1.9018 -0.02 0.08 -0.02 -0.235
P -0.5918 -3.4668 0.3306 0.12 0.04 0.00 0.784
C -2.1204 -4.3355 -0.1219 0.01 -0.01 -0.06 -0.218
C 0.6587 -4.7274 0.6412 -0.12 -0.07 0.05 -0.408
C 1.1824 -5.4134 -0.4554 0.03 -0.01 -0.02 -0.120
C 2.0978 -6.4365 -0.2686 -0.01 0.01 0.01 -0.050
C 2.4971 -6.7789 1.0183 0.00 0.01 0.01 -0.044
C 1.9801 -6.1001 2.1139 0.02 -0.01 -0.02 -0.066
C 1.0618 -5.0758 1.9297 -0.01 0.03 0.00 -0.092
H -1.3879 -3.3611 2.6152 0.02 -0.02 0.01 0.068
H -1.7081 -1.8675 1.7247 -0.02 -0.02 -0.01 0.044
H -0.0747 -2.1897 2.3150 0.00 -0.02 0.01 0.039
H -2.4164 -5.0028 0.6884 -0.01 0.01 0.00 0.073
H -1.9609 -4.9311 -1.0208 0.02 -0.01 0.00 0.061
H -2.9193 -3.6167 -0.3173 0.01 0.01 0.03 0.036
H 0.8711 -5.1639 -1.4650 0.00 0.00 0.00 0.102
H 2.4868 -6.9764 -1.1216 0.00 0.01 0.00 0.122
H 3.1989 -7.5890 1.1674 0.00 0.00 0.00 0.123
H 2.2760 -6.3829 3.1156 0.00 -0.01 0.00 0.122
H 0.6521 -4.5728 2.7966 -0.01 0.01 0.00 0.104
```
Positions in Å, forces in eV/Å.

---

Question: Look up the E of the third one.
Answer: -2733.9511 Ha

---

Question: Which formula does entry 3 have?
Answer: C28H41N4O2P2PbS

---

Question: Among the records above, which one has the highest E?
Answer: C5H6O